DFT (wB97M-V/def2-TZVPD) results for a cluster of 7 separate species, C51H74F19N4O18 in total at a distorted geometry.

Highest occupied orbital energy in eV: -10.127
Net charge: +1
Largest force on an atom in hartree/bohr: 0.20161
DFT total energy in hartree: -5457.43760

Last column: Löwdin charge in e.
Cartesian coordinates (Å):
C -0.037 -2.921 -2.021  0.1175
C 0.903 -2.109 -1.318  -0.0070
C 1.777 -1.025 -0.454  -0.2763
N 3.200 -1.547 -0.575  0.0996
N 1.445 0.294 -1.180  -0.0331
O 1.076 0.308 -2.474  0.0725
C 1.584 1.371 -0.335  0.0446
N 1.285 2.763 -0.848  0.0663
C -0.252 2.825 -0.892  -0.1615
C -0.833 3.169 -2.396  -0.1542
C -1.895 1.982 -2.902  -0.2414
C -3.446 2.262 -2.444  -0.1347
C 2.029 0.815 1.151  -0.1833
F 1.427 1.688 2.200  -0.0123
O 3.481 0.793 1.444  -0.0778
C 3.999 2.151 1.708  -0.1105
C 5.576 2.159 1.196  -0.1422
O 5.633 2.443 -0.247  -0.2679
C 5.510 3.915 -0.483  -0.2187
C 6.424 4.407 -1.787  -0.0863
C 1.440 -0.751 1.126  -0.1938
C -0.102 -0.507 1.621  -0.0832
C -1.124 -1.764 1.385  -0.1780
C -2.546 -1.456 2.206  -0.2089
N -3.143 -0.230 1.520  -0.1067
C -3.643 0.794 2.515  -0.2043
C -3.586 2.356 1.956  -0.0666
C -2.312 3.346 2.381  -0.0252
C -2.187 4.921 1.864  -0.0902
C -3.365 5.571 0.916  -0.0383
C -4.660 4.608 0.493  -0.0059
C -4.751 3.024 1.010  -0.1447
O -5.957 2.281 0.588  -0.0926
O 2.408 -1.392 2.078  -0.1360
C 1.957 -2.739 2.455  -0.1153
C 3.204 -3.704 2.976  -0.2886
C 4.660 -2.986 2.695  -0.0545
O 3.076 -4.975 2.196  -0.1177
H -0.835 -3.328 -2.810  0.0874
H 3.475 -1.706 -1.576  0.0999
H 3.302 -2.497 -0.111  0.1019
H 1.894 0.197 -3.048  0.1871
H 1.676 3.502 -0.224  0.1183
H -0.591 3.585 -0.067  0.1158
H -0.715 1.764 -0.603  0.1207
H -1.483 4.145 -2.308  0.1132
H 0.008 3.249 -3.215  0.1167
H -1.597 0.916 -2.489  0.0964
H -1.892 1.880 -4.089  0.1115
H -4.157 1.653 -3.180  0.0689
H -3.712 1.908 -1.357  0.0600
H -3.785 3.386 -2.540  0.0823
H 3.895 2.392 2.859  0.1533
H 3.393 2.986 1.122  0.1216
H 6.274 2.858 1.827  0.1398
H 5.963 1.047 1.363  0.1452
H 5.863 4.529 0.477  0.1345
H 4.382 4.137 -0.703  0.1083
H 6.792 5.499 -1.515  0.0874
H 7.415 3.752 -1.898  0.0908
H 5.772 4.430 -2.758  0.0808
H -0.074 -0.309 2.796  0.1531
H -0.604 0.475 1.166  0.1227
H -1.439 -1.918 0.254  0.1012
H -0.745 -2.801 1.769  0.1058
H -2.207 -1.207 3.317  0.1220
H -3.277 -2.394 2.193  0.1347
H -3.970 -0.562 0.965  0.1113
H -4.793 0.579 2.746  0.1348
H -3.092 0.786 3.548  0.1204
H -1.499 2.879 3.082  0.0815
H -1.284 5.596 2.185  0.0780
H -3.296 6.701 0.568  0.0704
H -5.487 5.130 -0.159  0.0915
H -6.475 2.815 -0.108  0.1258
H 1.440 -3.253 1.533  0.1290
H 1.132 -2.673 3.315  0.1515
H 3.034 -3.965 4.108  0.1351
H 4.730 -2.519 1.624  0.0702
H 5.466 -3.863 2.736  0.1087
H 4.825 -2.168 3.520  0.1014
H 3.143 -4.734 1.219  0.1084
C -6.541 1.469 -8.563  -0.0546
C -5.058 1.169 -8.441  -0.2060
O -4.319 2.374 -8.192  0.0179
C -4.296 2.810 -6.891  -0.3211
O -4.864 2.234 -5.967  0.1312
C -3.439 4.068 -6.760  -0.4720
F -3.692 4.982 -7.742  0.1443
F -2.106 3.791 -6.834  0.1370
F -3.628 4.721 -5.580  0.1337
H -6.717 2.235 -9.325  0.0852
H -7.097 0.566 -8.831  0.0839
H -6.945 1.858 -7.622  0.0775
H -4.689 0.760 -9.387  0.1339
H -4.858 0.420 -7.666  0.0911
C 2.540 -7.802 3.292  -0.0709
C 2.194 -9.271 3.453  -0.1994
O 0.933 -9.422 4.122  0.0126
C -0.184 -9.286 3.338  -0.3233
O -0.150 -9.047 2.134  0.1406
C -1.451 -9.516 4.162  -0.4719
F -1.423 -8.868 5.362  0.1380
F -1.645 -10.836 4.448  0.1446
F -2.581 -9.093 3.531  0.1401
H 2.515 -7.292 4.261  0.0465
H 3.536 -7.685 2.856  0.0885
H 1.817 -7.294 2.647  0.0743
H 2.947 -9.757 4.083  0.1277
H 2.193 -9.795 2.491  0.1267
C 1.707 -7.611 10.429  -0.0618
C 2.532 -6.354 10.223  -0.2093
O 3.027 -6.290 8.877  0.0115
C 2.149 -5.819 7.934  -0.3205
O 1.000 -5.467 8.185  0.1458
C 2.816 -5.759 6.560  -0.4632
F 3.530 -6.886 6.271  0.1407
F 3.693 -4.719 6.460  0.1394
F 1.925 -5.605 5.542  0.1245
H 2.283 -8.499 10.151  0.0853
H 1.396 -7.702 11.473  0.0856
H 0.811 -7.603 9.800  0.0783
H 3.407 -6.378 10.882  0.1280
H 1.965 -5.450 10.475  0.1268
C 6.074 0.118 -1.727  -0.0775
C 7.492 0.300 -2.234  -0.1954
O 8.312 -0.816 -1.855  0.0159
C 8.216 -1.931 -2.647  -0.3218
O 7.482 -2.011 -3.629  0.1406
C 9.170 -3.020 -2.161  -0.4715
F 9.135 -3.187 -0.808  0.1390
F 10.469 -2.743 -2.475  0.1472
F 8.902 -4.243 -2.699  0.1439
H 6.071 -0.057 -0.646  0.0699
H 5.469 1.002 -1.945  0.0719
H 5.597 -0.752 -2.190  0.0610
H 7.934 1.190 -1.772  0.1190
H 7.519 0.455 -3.319  0.1303
C -5.937 -1.328 -2.414  -0.0604
C -6.899 -1.545 -3.567  -0.2028
O -6.212 -1.451 -4.823  0.0103
C -5.539 -2.575 -5.228  -0.3209
O -5.500 -3.619 -4.581  0.1464
C -4.895 -2.354 -6.596  -0.4611
F -4.256 -1.152 -6.689  0.1179
F -5.813 -2.375 -7.605  0.1481
F -3.966 -3.301 -6.906  0.1478
H -5.404 -0.379 -2.531  0.0631
H -6.471 -1.320 -1.460  0.0847
H -5.178 -2.117 -2.379  0.0763
H -7.660 -0.756 -3.561  0.1292
H -7.428 -2.501 -3.480  0.1293
C -5.203 10.999 -1.533  -0.0625
C -3.756 10.891 -1.975  -0.2091
O -2.871 11.144 -0.874  0.0174
C -2.647 10.091 -0.025  -0.3153
O -3.157 8.982 -0.163  0.1185
C -1.656 10.482 1.070  -0.4698
F -1.928 11.702 1.616  0.1461
F -0.376 10.553 0.602  0.1434
F -1.633 9.600 2.108  0.1390
H -5.390 11.968 -1.059  0.0867
H -5.878 10.885 -2.386  0.0852
H -5.449 10.231 -0.792  0.0764
H -3.547 11.654 -2.732  0.1291
H -3.543 9.918 -2.433  0.1253